The following is a DFT calculation (wB97M-V/def2-TZVPD) of a structure of composition C34H52BFN9O2PbSbSi at a distorted geometry.

Output
- Gap between HOMO and LUMO: 7.223 eV
- LUMO energy: 0.270 eV
- Energy relative to the best compared isomer or geometry (same formula, charge and spin): 12.8 kcal per mole
- HOMO level: -6.95 eV
- Multiplicity: 1

Atoms and positions in Å:
Pb1 0.002 -0.268 0.056
Sb1 3.254 0.948 2.150
Si1 -0.087 -2.832 2.727
F1 -2.684 0.211 0.690
O1 -3.104 -5.521 1.288
O2 -4.474 -4.402 -2.768
N1 -0.611 -2.167 -1.699
N2 0.541 2.926 0.621
N3 0.076 1.830 1.243
N4 -1.156 -1.857 1.806
N5 -0.924 1.272 -1.543
N6 2.016 0.677 -1.060
N7 -0.341 2.477 -1.678
N8 2.083 2.011 -1.176
N9 -3.559 -5.419 -1.003
C1 -4.660 -0.732 1.509
C2 -0.749 -2.910 -3.952
C3 -0.189 -2.130 -2.952
C4 3.443 -1.296 -1.492
C5 -0.023 -2.404 4.598
C6 -2.258 -3.779 -2.301
C7 0.514 3.970 1.471
C8 -5.344 -1.693 2.238
C9 -3.233 -2.724 2.761
C10 -0.849 1.192 3.436
C11 -2.494 -1.799 1.990
C12 3.287 2.364 -1.663
C13 -2.879 0.059 -2.492
C14 4.340 2.784 2.574
C15 -2.091 2.449 -3.019
C16 4.013 1.204 -1.874
C17 -3.519 -4.546 -2.030
C18 -4.607 -2.682 2.872
C19 3.171 0.164 -1.478
C20 1.635 -2.522 1.972
C21 -1.613 -2.970 -1.370
C22 -3.291 -0.796 1.405
C23 -2.595 -5.752 0.022
C24 0.955 5.350 1.132
C25 -0.700 4.609 -2.963
C26 -0.257 2.164 2.486
C27 -1.809 -3.738 -3.622
C28 -0.259 -4.752 2.682
C29 -1.034 3.216 -2.566
C30 3.734 3.762 -1.910
C31 0.012 3.519 2.678
C32 -1.985 1.234 -2.344
C33 3.037 0.434 4.249
C34 5.085 -0.204 1.888
B1 0.891 2.938 -0.875
H1 -2.782 -0.610 -1.645
H2 0.906 -2.738 5.053
H3 -2.632 -0.487 -3.403
H4 -3.912 0.388 -2.565
H5 0.303 4.668 -3.382
H6 5.008 1.130 -2.259
H7 0.873 5.978 2.016
H8 -5.108 -3.428 3.472
H9 2.820 -1.801 -2.229
H10 -0.838 -2.879 5.134
H11 5.113 2.601 3.313
H12 -0.100 -5.145 1.681
H13 -0.106 -1.336 4.770
H14 -6.418 -1.658 2.322
H15 3.114 4.242 -2.665
H16 3.225 -1.725 -0.518
H17 -0.657 0.181 3.087
H18 0.333 5.773 0.346
H19 -1.415 4.943 -3.710
H20 -4.452 -5.887 -0.906
H21 -2.307 -4.340 -4.367
H22 4.846 -1.259 1.806
H23 -2.398 -6.830 -0.018
H24 -2.679 -3.469 3.306
H25 4.799 3.149 1.662
H26 1.987 5.357 0.788
H27 1.730 -2.991 0.998
H28 2.413 -2.934 2.604
H29 -1.928 1.335 3.489
H30 2.289 1.074 4.704
H31 3.655 3.536 2.947
H32 5.756 -0.053 2.726
H33 0.609 -1.431 -3.156
H34 1.827 -1.458 1.862
H35 4.487 -1.474 -1.737
H36 5.576 0.108 0.974
H37 1.174 4.034 -1.192
H38 -1.230 -5.106 3.016
H39 -3.156 -4.571 1.488
H40 -1.662 -5.211 -0.170
H41 0.483 -5.211 3.328
H42 -0.750 5.280 -2.108
H43 -5.171 0.087 1.029
H44 -1.909 -2.925 -0.329
H45 4.764 3.752 -2.258
H46 -0.147 4.098 3.566
H47 2.708 -0.595 4.335
H48 -0.436 1.331 4.432
H49 -0.383 -2.852 -4.964
H50 3.678 4.352 -0.997
H51 3.977 0.558 4.775
H52 -2.837 2.731 -3.732